Record 1
Molecular formula: C31H34CoN5
Method: DFT, the ωB97M-V functional and the def2-TZVPD basis

```
! wB97M-V def2-TZVPD RIJCOSX def2/J DEFGRID3
* xyz -1 4
Co 1.439 0.519 -1.079
N -1.530 -0.299 -0.464
N 0.612 1.624 0.233
N -7.744 -1.765 -0.939
N 2.896 -0.184 -2.185
N 1.662 -1.452 -0.058
C 2.838 -2.076 -0.684
C 1.399 2.496 -0.641
C 0.379 -1.870 -0.692
C -6.768 -1.173 -0.769
C -2.729 1.112 -2.594
C 3.049 2.833 1.106
C 3.224 -1.850 -4.480
C 1.362 1.071 1.347
C 3.094 0.333 -3.455
C 0.526 -0.297 3.442
C 1.771 -0.607 4.282
C 3.102 -2.393 -3.179
C 2.973 -1.576 -2.095
C -5.164 -0.141 0.799
C -5.574 -0.431 -0.546
C -0.507 -1.410 3.684
C 3.254 -0.431 -4.573
C -0.735 -0.599 -2.609
C 0.806 -0.227 1.910
C -0.090 1.015 3.932
C -0.800 1.936 0.402
C -4.073 0.605 1.041
C -3.254 1.190 -0.061
C 2.488 1.686 1.764
C 2.512 3.187 -0.092
C -4.773 -0.011 -1.637
C 1.674 -1.398 1.394
C -1.770 0.845 -0.007
C -3.647 0.722 -1.448
C -0.342 -0.653 -1.221
C -1.765 0.075 -3.187
H 3.310 -2.483 -5.352
H -0.115 -2.395 3.424
H 1.338 -2.350 1.831
H -1.003 2.170 1.455
H 2.535 0.167 4.189
H 0.796 2.991 -1.393
H -2.166 2.004 -2.278
H -3.368 1.445 -3.415
H 2.955 3.978 -0.689
H -0.240 -2.416 0.036
H 3.117 -3.468 -3.026
H 0.552 1.869 3.709
H -3.347 2.288 -0.023
H -0.795 -1.436 4.739
H -5.746 -0.544 1.618
H -1.065 1.182 3.459
H 2.706 -1.230 1.709
H -1.840 -0.009 -4.266
H 2.789 -3.174 -0.674
H -0.089 -1.162 -3.282
H 3.113 1.416 -3.514
H -0.251 0.971 5.014
H -1.010 2.849 -0.159
H 0.621 -2.549 -1.510
H 2.217 -1.563 4.002
H -1.408 -1.240 3.087
H 3.938 3.309 1.495
H -5.043 -0.335 -2.636
H -3.762 0.804 2.061
H 3.710 -1.766 -0.100
H 1.492 -0.667 5.337
H 3.034 1.241 2.588
H -0.174 -0.365 1.452
H 3.404 0.060 -5.528
*
```

Properties
**Expectation value of S²**: 3.85
**Energy**: -2858.05338 a.u.
**Energy above the lowest of the compared OMol25 structures with the same formula, charge and spin**: 390.0 kJ/mol
**Frontier orbital gap (spin up / spin down)**: 0.15093 / 0.17646 Ha

Here are the Löwdin charges for atoms 1 to 4, given in e:
1 Co 0.496
2 N 0.152
3 N -0.144
4 N 0.123

Record 2
Molecular formula: C31H34LuN9O4S
Method: DFT, the ωB97M-V functional and the def2-TZVPD basis

```
! wB97M-V def2-TZVPD RIJCOSX def2/J DEFGRID3
* xyz 0 1
Lu -0.349 -0.017 -0.328
S 1.297 0.008 2.210
O 1.766 -3.557 -1.454
O 1.408 0.870 1.017
O 0.327 -2.040 -0.645
O 2.280 -1.019 2.375
N -0.140 -1.926 3.867
N -0.206 -0.514 1.984
N -0.551 2.324 -0.623
N -2.291 -1.530 -0.841
N -2.532 0.771 0.850
N -0.929 0.514 -2.735
N -1.887 -2.038 2.250
N 1.799 3.651 6.848
N 1.807 -0.043 -1.543
C 4.438 -0.408 -2.307
C -1.864 -3.555 4.085
C -0.209 4.565 -0.722
C -0.702 -2.934 4.514
C 1.662 0.564 4.855
C -0.110 -1.291 -4.243
C 1.923 -3.059 -4.958
C 3.878 0.863 -2.278
C 2.116 -1.689 -5.080
C -0.295 -2.662 -4.131
C -0.739 -1.527 2.737
C 1.106 -0.812 -4.719
C -0.500 2.720 -1.934
C 2.562 1.004 -1.878
C -0.368 3.446 0.098
C -2.428 -3.041 2.932
C 1.399 3.305 4.493
C 3.656 -1.494 -1.959
C 2.337 -1.263 -1.598
C -1.212 -0.318 -3.905
C -0.289 4.094 -2.039
C 1.636 2.797 5.772
C 1.286 2.454 3.410
C 1.397 1.081 3.591
C 0.717 -3.544 -4.481
C -3.801 0.971 0.150
C -0.732 1.764 -2.968
C 1.772 1.415 5.936
C -3.615 -1.115 -1.315
C -4.405 -0.363 -0.258
C 1.427 -2.417 -1.208
H 2.091 1.978 -1.804
H 3.057 -1.302 -5.449
H 4.456 1.739 -2.538
H 1.263 0.257 -4.804
H -2.349 -2.019 0.053
H -5.408 -0.183 -0.652
H -4.534 -0.993 0.629
H 1.673 3.257 7.764
H 5.473 -0.545 -2.592
H -2.635 0.094 1.602
H -3.351 -3.449 2.534
H -0.726 2.143 -3.996
H -1.244 -3.049 -3.775
H -2.308 -4.380 4.621
H -4.522 1.518 0.767
H -1.834 -2.172 -1.481
H -3.609 1.582 -0.737
H 1.320 4.376 4.347
H -1.386 0.332 -4.772
H -3.477 -0.457 -2.175
H 1.135 2.852 2.417
H -0.217 4.665 -2.952
H 0.573 -4.609 -4.361
H 2.718 -3.744 -5.218
H 1.410 4.573 6.750
H -0.360 3.414 1.178
H 1.981 1.012 6.919
H -4.201 -1.976 -1.657
H -0.063 5.583 -0.398
H -2.212 1.640 1.262
H 1.775 -0.502 4.978
H -2.140 -0.870 -3.740
H -0.204 -3.257 5.423
H 4.017 -2.512 -1.964
*
```

Properties
**Energy**: -3629.46310 a.u.
**Energy above the lowest of the compared OMol25 structures with the same formula, charge and spin**: 44.4 kJ/mol
**Frontier orbital gap**: 0.30090 Ha

Here are the Löwdin charges for atoms 1 to 4, given in e:
1 Lu 1.697
2 S 0.615
3 O 0.071
4 O -0.426

Record 3
Molecular formula: C31H34O4P2
Method: DFT, the ωB97M-V functional and the def2-TZVPD basis

```
! wB97M-V def2-TZVPD RIJCOSX def2/J DEFGRID3
* xyz 0 1
P 2.287 -0.228 -1.363
P -2.043 0.595 1.071
O 1.777 -0.194 1.251
O -1.389 -0.021 3.420
O -2.010 -0.818 0.668
O 3.138 0.929 -1.065
C -2.118 2.612 -2.439
C 2.789 -0.952 1.875
C 1.110 0.054 -2.727
C -1.545 1.717 -0.284
C -3.956 2.509 1.798
C -3.681 1.162 1.605
C -2.455 1.871 -1.322
C 2.241 -2.149 2.677
C 2.584 -2.887 -2.235
C -5.912 0.594 2.272
C 4.607 -1.635 -1.876
C 5.358 -2.740 -2.235
C -0.953 0.968 2.520
C -5.212 2.894 2.227
C -0.966 -0.242 -3.884
C -0.864 3.195 -2.525
C 0.859 -0.669 4.249
C 1.544 0.908 -3.732
C 1.246 -0.770 0.092
C 3.222 -1.708 -1.872
C -0.148 -0.527 -2.804
C 0.727 1.184 -4.812
C -0.288 2.297 -0.374
C -0.575 -0.218 4.558
C -6.188 1.938 2.465
C 0.873 -1.874 3.310
C -4.656 0.205 1.840
C -0.530 0.607 -4.887
C 3.336 -3.990 -2.593
C 4.721 -3.917 -2.592
C 0.049 3.035 -1.496
H -1.105 1.980 2.921
H 1.351 -0.908 5.193
H 0.096 0.838 2.235
H 3.295 -0.249 2.541
H 0.238 -0.367 -0.030
H 2.523 1.356 -3.642
H -2.828 2.732 -3.243
H 1.504 -2.931 -2.241
H -6.675 -0.147 2.459
H 1.032 3.475 -1.567
H -1.174 0.823 -5.728
H 0.556 -2.764 3.858
H 0.140 -1.702 2.519
H 1.182 -1.860 0.161
H 6.436 -2.685 -2.238
H -7.168 2.244 2.801
H 2.146 -3.019 2.023
H 5.076 -0.703 -1.591
H -0.501 -1.185 -2.024
H -4.408 -0.834 1.680
H -1.949 -0.686 -3.940
H 5.304 -4.782 -2.873
H 1.067 1.848 -5.593
H 2.844 -4.909 -2.876
H -5.434 3.941 2.377
H -3.188 3.245 1.603
H -0.546 0.704 5.160
H -0.596 3.770 -3.399
H 3.519 -1.296 1.128
H 0.434 2.170 0.418
H -3.425 1.399 -1.240
H -1.098 -0.993 5.126
H 1.403 0.159 3.794
H 2.971 -2.398 3.449
*
```

Properties
**Energy**: -2185.40532 a.u.
**SMILES**: O=P(COCCCCCOCP(=O)(c1ccccc1)c1ccccc1)(c1ccccc1)c1ccccc1
**Frontier orbital gap**: 0.36193 Ha

Here are the natural (NBO) charges for atoms 1 to 4, given in e:
1 P 1.900
2 P 1.921
3 O -0.549
4 O -0.546

Q: What is the energy in the second record?
A: -3629.46310 a.u.

Q: Which of these has the highest energy?
A: C31H34O4P2